[1]
A cluster of 4 separate species, C23H40BBrCl2O13 in total. Source: OMol25; level of theory: the ωB97M-V functional and the def2-TZVPD basis.

```
80
C23H40BBrCl2O13 (the ωB97M-V functional and the def2-TZVPD basis)
C 6.270 -1.713 0.838
C 5.119 -2.499 0.207
C 4.351 -3.271 1.273
C 3.309 -4.317 0.801
B 3.118 -5.457 1.911
O 3.777 -6.665 1.800
O 2.292 -5.283 2.989
C 2.329 -4.082 3.754
C 1.889 -3.748 0.513
C 1.915 -3.385 -0.976
Br 0.261 -4.016 -1.863
C 2.103 -1.936 -1.383
Cl 3.214 -1.682 -2.675
C 1.425 -0.893 -0.896
C 1.602 0.540 -1.275
Cl 0.159 -1.127 0.254
O 2.940 -4.185 -1.521
C 3.652 -4.854 -0.568
O 4.432 -5.688 -0.890
H 5.946 -1.186 1.735
H 7.114 -2.362 1.063
H 6.631 -0.960 0.138
H 4.452 -1.781 -0.262
H 5.535 -3.170 -0.542
H 3.831 -2.543 1.899
H 5.076 -3.766 1.923
H 3.256 -7.334 1.342
H 1.664 -4.230 4.601
H 1.940 -3.231 3.197
H 3.319 -3.883 4.159
H 1.195 -4.582 0.570
H 1.638 -2.956 1.200
H 1.698 1.126 -0.361
H 2.503 0.680 -1.860
H 0.727 0.915 -1.802
C 2.103 0.131 9.134
C 1.781 -0.072 7.670
O 2.965 -0.077 6.854
C 3.669 -1.206 6.879
O 3.386 -2.210 7.478
O 4.740 -1.042 6.100
C 5.633 -2.159 6.091
H 2.689 1.040 9.271
H 1.181 0.220 9.708
H 2.674 -0.708 9.528
H 1.190 0.758 7.288
H 1.222 -0.993 7.505
H 5.106 -3.078 5.844
H 6.114 -2.263 7.062
H 6.384 -1.956 5.333
C -2.536 4.393 -4.731
C -3.547 3.341 -5.134
O -2.925 2.070 -5.389
C -2.591 1.371 -4.309
O -2.784 1.691 -3.164
O -2.000 0.245 -4.709
C -1.551 -0.595 -3.643
H -1.751 4.472 -5.484
H -3.028 5.361 -4.634
H -2.072 4.144 -3.779
H -4.024 3.612 -6.073
H -4.325 3.224 -4.382
H -2.360 -0.815 -2.951
H -0.730 -0.120 -3.109
H -1.199 -1.513 -4.103
C -8.974 5.010 -2.230
C -7.702 5.724 -2.630
O -7.304 5.404 -3.974
C -7.988 6.020 -4.936
O -8.872 6.821 -4.781
O -7.511 5.605 -6.110
C -8.184 6.153 -7.247
H -8.866 3.934 -2.372
H -9.194 5.203 -1.180
H -9.818 5.351 -2.827
H -6.868 5.394 -2.013
H -7.797 6.804 -2.527
H -8.205 7.239 -7.200
H -9.201 5.768 -7.306
H -7.616 5.829 -8.114
```

SMILES: CCC[C@@]1(B(O)OC)C[C@@](Br)(/C(Cl)=C(/C)Cl)OC1=O.CCOC(=O)OC.CCOC(=O)OC.CCOC(=O)OC
Relative energy (zero: lowest compared OMol25 entry of this formula, charge and spin): 4.2 kcal/mol
2S+1: 1

These are the Mulliken partial charges, in e, on atoms 1 to 2: number 1, C, carries -1.54; number 2, C, carries 0.20

[2]
The molecule C18H34N4O4S at a distorted geometry. Source: OMol25; level of theory: the ωB97M-V functional and the def2-TZVPD basis.

```
61
C18H34N4O4S (the ωB97M-V functional and the def2-TZVPD basis)
O -0.717 -3.441 0.214
C -0.959 -2.299 -0.118
N -1.242 -1.955 -1.392
H -1.327 -0.986 -1.661
C -1.058 -2.846 -2.511
H -0.720 -3.809 -2.123
H -2.017 -2.988 -3.020
C -0.017 -2.249 -3.467
N -0.364 -0.873 -3.780
C -1.416 -0.755 -4.775
H -2.029 -1.658 -4.754
H -0.990 -0.671 -5.790
C -2.331 0.443 -4.517
H -2.882 0.276 -3.589
H -3.058 0.489 -5.331
C -1.601 1.782 -4.419
C -0.741 1.890 -3.159
C 0.677 1.338 -3.316
H 1.113 1.222 -2.321
H 1.290 2.062 -3.855
C 0.758 0.002 -4.070
H 0.814 0.202 -5.151
H 1.695 -0.488 -3.791
H -1.251 1.365 -2.348
H -0.660 2.938 -2.863
H -0.986 1.940 -5.306
H -2.355 2.573 -4.400
H 0.948 -2.252 -2.957
H 0.067 -2.884 -4.364
C -1.038 -1.118 0.856
C -0.941 -1.584 2.313
C 0.462 -2.104 2.632
N 1.499 -1.161 2.280
S 1.979 -0.082 3.424
O 2.145 -0.808 4.643
O 3.093 0.631 2.877
N 0.682 1.006 3.605
C 0.011 0.932 4.893
H -0.077 -0.117 5.167
C 0.794 1.687 5.970
H 0.228 1.732 6.901
O 1.028 3.025 5.586
C 1.750 3.084 4.376
H 1.884 4.144 4.153
C 0.992 2.380 3.248
H 1.602 2.364 2.346
H 0.046 2.896 3.053
H 2.730 2.600 4.491
H 1.747 1.165 6.137
H -0.985 1.374 4.774
C 1.438 -0.697 0.916
C 0.074 -0.096 0.577
H 0.068 0.216 -0.468
H -0.093 0.782 1.203
H 2.236 0.036 0.798
H 1.641 -1.554 0.264
H 0.575 -2.310 3.696
H 0.638 -3.024 2.069
H -1.657 -2.387 2.488
H -1.180 -0.743 2.966
H -2.012 -0.638 0.699
```

SMILES: O=C(NCCN1CCCCCC1)C1CCN(S(=O)(=O)N2CCOCC2)CC1
Relative energy (zero: lowest compared OMol25 entry of this formula, charge and spin): 15.3 kcal/mol
2S+1: 1

These are the Mulliken partial charges, in e, on atoms 1 to 2: number 1, O, carries -0.69; number 2, C, carries 0.28

[3]
A cluster of 2 separate species, C2H9N3 in total at a distorted geometry. Source: OMol25; level of theory: the ωB97M-V functional and the def2-TZVPD basis.

```
14
C2H9N3 (the ωB97M-V functional and the def2-TZVPD basis)
C 2.278 -0.937 -0.956
N 2.498 0.365 -1.546
H 2.825 -1.044 -0.022
H 2.636 -1.732 -1.630
H 1.222 -0.977 -0.688
H 3.398 0.552 -1.951
H 1.791 0.629 -2.221
N -1.677 -0.261 1.520
C -2.619 0.770 1.745
N -3.403 1.298 0.899
H -0.739 0.111 1.500
H -1.933 -0.708 0.652
H -2.982 0.978 2.755
H -3.297 0.957 -0.058
```

SMILES: [H]/N=C\N.CN
Relative energy (zero: lowest compared OMol25 entry of this formula, charge and spin): 31.5 kcal/mol
2S+1: 1

These are the Mulliken partial charges, in e, on atoms 1 to 2: number 1, C, carries -0.53; number 2, N, carries -0.52

[4]
A cluster of 2 separate species, C9H16O in total at a distorted geometry. Source: OMol25; level of theory: the ωB97M-V functional and the def2-TZVPD basis.

```
26
C9H16O (the ωB97M-V functional and the def2-TZVPD basis)
C -1.888 -0.676 0.170
C 2.851 1.374 -0.664
C 1.231 0.901 0.538
C -2.870 0.202 0.080
C 2.416 0.094 0.075
C -4.304 -0.012 -0.242
C -2.630 1.564 0.651
C 3.411 -0.450 1.163
C 1.895 -1.166 -0.746
O 1.759 1.975 -0.045
H -1.832 -1.771 -0.069
H -0.938 -0.282 0.468
H 3.776 1.731 -0.526
H 2.555 1.291 -1.747
H -4.921 0.261 0.649
H -4.609 -1.116 -0.242
H -4.634 0.440 -1.074
H -1.998 2.067 -0.111
H -1.996 1.749 1.613
H -3.553 2.048 0.735
H 4.350 -0.637 0.788
H 2.992 -1.412 1.532
H 3.527 0.303 1.889
H 1.195 -1.819 -0.201
H 2.746 -1.814 -1.069
H 1.374 -0.864 -1.767
```

Relative energy (zero: lowest compared OMol25 entry of this formula, charge and spin): 121.0 kcal/mol
2S+1: 1

These are the Mulliken partial charges, in e, on atoms 1 to 2: number 1, C, carries -0.58; number 2, C, carries -0.78

[5]
A cluster of 5 separate species, C23H35BrF9O16P in total at a distorted geometry. Source: OMol25; level of theory: the ωB97M-V functional and the def2-TZVPD basis.

```
85
C23H35BrF9O16P (the ωB97M-V functional and the def2-TZVPD basis)
O -5.591 -1.848 3.663
C -5.450 -1.895 2.496
O -5.962 -1.055 1.567
C -6.199 -1.877 0.418
C -4.999 -2.872 0.483
P -5.627 -4.568 -0.181
O -6.684 -3.952 -1.262
Br -6.982 -5.027 1.516
C -3.843 -2.326 -0.382
F -3.866 -0.968 -0.339
F -4.059 -2.678 -1.672
C -2.373 -2.680 0.004
F -1.601 -1.993 -0.866
F -2.119 -2.202 1.232
C -1.918 -4.176 -0.099
F -2.615 -4.801 -1.064
F -0.618 -4.179 -0.446
C -2.012 -5.039 1.191
F -1.250 -4.552 2.157
F -1.583 -6.266 0.889
F -3.269 -5.129 1.616
O -4.682 -2.841 1.851
H -6.324 -1.300 -0.490
H -7.134 -2.405 0.602
H -6.453 -4.252 -2.151
C 1.006 -1.898 2.562
C 0.654 -0.590 1.889
O 0.824 0.533 2.774
C 2.086 0.917 2.952
O 3.052 0.425 2.426
O 2.099 1.947 3.799
C 3.405 2.435 4.116
H 0.426 -2.025 3.477
H 0.792 -2.731 1.893
H 2.063 -1.931 2.823
H -0.393 -0.569 1.609
H 1.248 -0.434 0.988
H 3.962 2.670 3.212
H 3.953 1.701 4.706
H 3.263 3.338 4.703
C 4.160 -1.058 -1.085
C 4.214 -2.501 -0.637
O 3.290 -3.327 -1.368
C 3.677 -3.673 -2.593
O 4.724 -3.393 -3.118
O 2.703 -4.402 -3.145
C 2.966 -4.813 -4.489
H 3.138 -0.683 -1.021
H 4.793 -0.445 -0.444
H 4.497 -0.947 -2.115
H 3.899 -2.587 0.401
H 5.220 -2.913 -0.722
H 3.920 -5.332 -4.557
H 2.968 -3.951 -5.155
H 2.158 -5.486 -4.760
C 6.804 9.003 4.536
C 6.837 7.574 5.033
O 5.556 6.933 4.910
C 5.238 6.525 3.684
O 5.927 6.611 2.701
O 4.018 5.984 3.731
C 3.523 5.532 2.469
H 6.021 9.565 5.046
H 7.762 9.486 4.727
H 6.608 9.040 3.465
H 7.059 7.544 6.098
H 7.590 6.985 4.511
H 4.227 4.851 1.996
H 3.329 6.377 1.810
H 2.592 5.011 2.676
C -2.597 -0.029 -3.923
C -3.707 -0.637 -4.752
O -4.887 0.183 -4.757
C -4.838 1.249 -5.556
O -3.927 1.553 -6.281
O -5.984 1.918 -5.422
C -6.059 3.121 -6.193
H -2.952 0.186 -2.913
H -1.755 -0.718 -3.858
H -2.244 0.903 -4.361
H -4.025 -1.583 -4.317
H -3.387 -0.828 -5.776
H -5.851 2.922 -7.242
H -5.355 3.858 -5.811
H -7.074 3.487 -6.079
```

SMILES: O=C1OC[C@@](P(O)Br)(C(F)(F)C(F)(F)C(F)(F)C(F)(F)F)O1.CCOC(=O)OC.CCOC(=O)OC.CCOC(=O)OC.CCOC(=O)OC
2S+1: 1

These are the Mulliken partial charges, in e, on atoms 1 to 2: number 1, O, carries -0.51; number 2, C, carries 0.48

Number 1: E_tot -5397.87495 Ha, HOMO -9.49 eV. Number 2: E_tot -1624.44668 Ha, HOMO -8.78 eV. Number 3: E_tot -245.82148 Ha, HOMO -9.18 eV. Number 4: E_tot -427.55198 Ha, HOMO -8.75 eV. Number 5: E_tot -5915.52220 Ha, HOMO -10.12 eV.